No. 1
23
Properties=species:S:1:pos:R:3:mulliken_charge:R:1 method="wB97M-V/def2-TZVPD" spin_multiplicity=1 homo_ev=-8.4864 de_lowest_kj_mol=512.9
C -2.153 -1.469 -1.095 -0.179
C 1.114 0.181 -0.708 0.041
C 1.357 -0.691 0.217 0.974
C 1.020 1.623 -0.407 -1.573
C 1.653 -2.092 -0.167 -1.539
C 1.339 -0.394 1.752 -1.520
C -2.864 1.587 -0.155 -0.761
N -2.226 -0.475 -0.440 0.396
N -2.495 0.328 0.460 -0.637
H -1.368 -2.087 -1.393 0.249
H 1.182 -0.094 -1.786 0.297
H 0.694 1.677 0.564 0.347
H 0.451 2.189 -1.048 0.411
H 1.949 2.061 -0.571 0.404
H 2.681 -2.031 -0.571 0.307
H 0.965 -2.473 -0.915 0.281
H 1.837 -2.682 0.656 0.432
H 2.237 0.120 2.062 0.310
H 1.187 -1.256 2.432 0.395
H 0.500 0.171 1.835 0.430
H -2.255 1.834 -0.974 0.300
H -3.856 1.522 -0.392 0.412
H -2.949 2.451 0.644 0.222


No. 2
22
Properties=species:S:1:pos:R:3:mulliken_charge:R:1 method="wB97M-V/def2-TZVPD" spin_multiplicity=1 homo_ev=-8.8386 de_lowest_kj_mol=318.8 smiles=C[C@H]1C[C@]1(C)n1cccn1
C 2.387 1.503 1.602 -0.685
C 2.648 0.096 1.512 -0.303
C 1.116 1.647 1.151 -0.147
C -0.119 0.124 -1.698 -0.875
C -0.358 -1.142 -1.000 0.298
C -0.450 0.203 -0.149 0.664
C -1.520 -2.019 -1.105 -1.379
C -1.721 0.774 0.457 -1.573
N 1.593 -0.470 0.901 -0.882
N 0.707 0.470 0.659 0.792
H 3.091 2.234 2.065 0.321
H 3.581 -0.404 1.429 0.389
H 0.442 2.366 0.817 0.407
H 0.858 0.307 -2.048 0.293
H -0.971 0.394 -2.488 0.234
H 0.495 -1.702 -0.810 0.450
H -2.273 -1.714 -1.816 0.324
H -2.086 -2.239 -0.114 0.272
H -1.120 -3.063 -1.567 0.324
H -2.607 0.467 -0.075 0.394
H -1.781 1.830 0.743 0.355
H -1.913 0.339 1.534 0.327